Below is a molecular structure, C23H25AsIrN2O3S3, with properties calculated with ωB97M-V/def2-TZVPD.

energy above the lowest of the compared OMol25 structures with the same formula, charge and spin: 0.117 eV
calculated total energy: -129549.1708 eV
2S+1: 2
net charge: +2
HOMO (spin up / spin down): -14.55 / -14.70 eV

Geometry (Å):
Ir (-0.786, -0.134, 0.685)
S (0.879, 0.022, 2.130)
C (2.383, -0.513, 1.449)
C (3.531, -0.437, 2.245)
C (4.740, -0.848, 1.711)
C (4.808, -1.330, 0.411)
C (3.665, -1.421, -0.380)
C (2.451, -1.021, 0.141)
As (0.774, -1.144, -0.777)
C (0.951, -0.897, -2.656)
C (1.110, -2.005, -3.481)
C (1.267, -1.804, -4.845)
C (1.263, -0.516, -5.363)
C (1.106, 0.583, -4.529)
C (0.948, 0.399, -3.165)
C (-0.053, -2.815, -0.316)
C (0.239, -3.406, 0.918)
C (-0.500, -4.504, 1.333)
C (-1.520, -4.996, 0.531)
C (-1.814, -4.400, -0.692)
C (-1.090, -3.301, -1.117)
H (3.470, -0.056, 3.256)
H (5.637, -0.788, 2.313)
H (5.760, -1.645, 0.005)
H (3.738, -1.805, -1.391)
H (1.110, -3.009, -3.075)
H (1.391, -2.654, -5.501)
H (1.381, -0.368, -6.428)
H (1.105, 1.582, -4.943)
H (0.829, 1.255, -2.511)
H (1.054, -3.041, 1.532)
H (-0.276, -4.979, 2.278)
H (-2.094, -5.851, 0.860)
H (-2.612, -4.791, -1.307)
H (-1.335, -2.819, -2.056)
C (-4.629, 0.835, 0.451)
S (-3.508, -0.442, 0.874)
O (-2.566, 0.116, 1.939)
O (-4.195, -1.630, 1.220)
O (-2.551, -0.607, -0.304)
H (-5.281, 0.998, 1.308)
H (-5.209, 0.488, -0.402)
H (-4.066, 1.731, 0.200)
C (0.382, 4.953, 0.376)
N (-0.409, 4.258, 1.377)
C (-0.921, 4.968, 2.560)
C (-1.637, 3.858, 3.351)
N (-1.629, 2.747, 2.390)
C (-0.895, 3.031, 1.327)
S (-0.597, 2.006, -0.051)
H (1.171, 5.511, 0.878)
H (-0.241, 5.646, -0.190)
H (0.833, 4.235, -0.305)
H (-1.598, 5.765, 2.248)
H (-0.092, 5.413, 3.106)
H (-2.658, 4.128, 3.607)
H (-1.108, 3.579, 4.262)
H (-2.107, 1.866, 2.514)

Calculated atomic charges, method Löwdin, unit e:
1 Ir 0.6927
2 S 0.7741
3 C -0.6292
4 C -0.0695
5 C -0.0260
6 C -0.0144
7 C -0.0465
8 C -0.3656
9 As 1.2330
10 C -0.3657
11 C -0.0939
12 C -0.0447
13 C -0.0380
14 C -0.0495
15 C -0.0994
16 C -0.3829
17 C -0.0986
18 C -0.0442
19 C -0.0276
20 C -0.0355
21 C -0.1060
22 H 0.1195
23 H 0.1278
24 H 0.1278
25 H 0.1217
26 H 0.1112
27 H 0.1213
28 H 0.1220
29 H 0.1188
30 H 0.0739
31 H 0.0990
32 H 0.1214
33 H 0.1240
34 H 0.1241
35 H 0.1139
36 C -0.1018
37 S 0.5090
38 O -0.4862
39 O -0.2163
40 O -0.4855
41 H 0.0928
42 H 0.0939
43 H 0.0709
44 C -0.0143
45 N -0.1371
46 C -0.0647
47 C -0.0711
48 N 0.0609
49 C -0.6723
50 S 0.7174
51 H 0.1067
52 H 0.1110
53 H 0.0649
54 H 0.1385
55 H 0.1369
56 H 0.1320
57 H 0.1309
58 H 0.0946